Record 1
{
  "formula": "C36H25F6N7OPS6SiSn",
  "method": "wB97M-V/def2-TZVPD",
  "gap_ev": [7.630, 5.971],
  "lumo_ev": [-0.98, -2.64],
  "e_above_lowest_kcal_mol": 7.3,
  "multiplicity": 2,
  "symbols": ["Sn", "O", "Si", "C", "C", "C", "C", "C", "C", "C", "C", "C", "C", "C", "C", "C", "C", "C", "C", "C", "C", "H", "H", "H", "H", "H", "H", "H", "H", "H", "H", "H", "H", "H", "H", "H", "S", "C", "S", "C", "N", "N", "C", "C", "C", "C", "C", "C", "S", "H", "H", "H", "H", "H", "S", "C", "S", "C", "N", "N", "C", "C", "C", "C", "C", "C", "S", "H", "H", "H", "H", "H", "N", "C", "N", "C", "N", "F", "P", "F", "F", "F", "F", "F"],
  "xyz": [[19.6903, 14.3655, 9.2924], [20.6924, 15.9781, 9.5227], [20.6391, 17.6284, 9.3454], [22.3698, 17.8902, 9.7199], [23.1192, 18.0370, 8.5619], [24.5058, 17.9428, 8.5805], [25.1446, 17.7331, 9.7706], [24.4252, 17.6873, 10.9777], [23.0353, 17.8308, 10.9670], [19.3336, 18.2230, 10.4219], [19.7963, 18.8446, 11.5303], [19.0961, 18.7127, 12.7353], [17.8928, 18.0016, 12.8102], [17.4034, 17.4958, 11.6290], [18.1152, 17.5992, 10.4451], [20.0806, 17.8879, 7.6434], [19.9504, 19.2148, 7.2837], [19.6046, 19.5789, 6.0006], [19.2857, 18.6107, 5.0659], [19.3956, 17.2662, 5.4382], [19.7641, 16.8882, 6.7237], [22.5992, 18.1406, 7.5979], [25.0587, 18.0354, 7.6592], [26.1956, 17.5787, 9.7882], [24.9950, 17.5306, 11.8778], [22.5114, 17.8319, 11.9405], [20.7870, 19.2897, 11.4796], [19.5295, 19.1716, 13.5941], [17.4173, 17.8422, 13.7503], [16.5188, 16.8629, 11.6071], [17.7497, 17.1187, 9.5443], [20.0489, 19.9995, 8.0163], [19.5689, 20.6165, 5.7549], [18.9365, 18.8126, 4.0762], [19.1956, 16.5440, 4.6668], [19.9416, 15.8313, 6.9897], [29.3073, 12.6932, 9.4647], [27.8729, 13.3872, 9.7805], [26.2697, 12.7194, 9.7139], [25.5676, 14.1901, 10.3448], [26.4697, 15.1164, 10.6110], [27.6896, 14.7178, 10.3026], [28.7984, 15.6447, 10.4020], [29.0675, 16.2109, 11.6392], [30.1389, 17.1127, 11.7230], [30.8709, 17.4542, 10.5729], [30.5391, 16.9228, 9.3571], [29.4559, 16.0398, 9.2695], [23.9371, 14.3359, 10.5436], [28.5374, 15.8774, 12.5351], [30.3451, 17.5961, 12.6791], [31.6827, 18.1232, 10.6796], [31.0915, 17.2387, 8.4778], [29.1170, 15.5556, 8.3587], [13.0394, 15.3220, 10.5629], [14.3751, 14.5234, 10.0951], [15.6684, 15.2903, 9.2096], [16.4290, 13.7477, 9.0526], [15.8006, 12.7888, 9.5800], [14.6974, 13.2181, 10.2262], [13.7357, 12.1564, 10.4915], [13.4269, 11.6892, 11.7663], [12.4842, 10.7308, 11.9465], [11.8459, 10.1259, 10.8790], [12.2324, 10.4983, 9.5939], [13.1733, 11.5321, 9.3960], [17.8753, 13.3690, 8.1266], [14.0236, 12.0369, 12.5863], [12.2827, 10.4861, 12.9840], [11.0364, 9.4290, 11.0080], [11.8056, 10.0971, 8.6824], [13.4109, 11.7712, 8.3761], [20.4412, 8.7029, 8.8465], [20.9023, 9.7558, 8.9052], [21.5029, 10.9419, 9.0445], [21.1292, 12.0611, 8.7553], [21.0613, 13.2084, 8.4450], [19.1526, 13.9327, 11.0528], [20.6683, 13.8556, 13.9133], [20.4021, 15.3760, 13.5061], [20.6967, 12.3015, 13.8263], [21.7460, 13.8628, 12.7243], [21.1884, 14.1657, 15.2889], [19.1848, 13.6562, 14.1955]],
  "mulliken_charge": [1.199, 0.197, -0.383, 0.984, -0.478, -0.891, -0.383, -0.894, -0.241, 0.844, -1.051, -0.673, -0.896, -0.201, -0.194, 0.574, -0.320, -0.744, -0.629, -0.740, -0.181, 0.286, 0.415, 0.551, 0.338, 0.275, 0.662, 0.462, 0.464, 0.219, 0.465, 0.437, 0.435, 0.420, 0.433, 0.285, -0.266, 0.117, -0.082, -0.292, -0.262, 0.449, 0.138, -0.347, -0.589, -0.412, -0.774, -0.010, 0.214, 0.400, 0.364, 0.438, 0.370, 0.476, -0.303, 0.166, -0.055, 0.354, -0.722, 0.844, -0.126, -0.469, -0.412, -0.496, -0.581, -0.016, -0.246, 0.403, 0.343, 0.410, 0.337, 0.382, -0.458, 0.452, -0.478, 0.584, -0.348, -0.574, 1.121, -0.270, -0.323, -0.033, -0.228, -0.235]
}



Record 2
{
  "formula": "C40H37GaN3O9S2",
  "method": "wB97M-V/def2-TZVPD",
  "gap_ev": 8.387,
  "total_charge": -1,
  "lumo_ev": 2.14,
  "e_above_lowest_kcal_mol": 7.8,
  "symbols": ["Ga", "O", "C", "C", "O", "O", "C", "C", "C", "C", "C", "C", "C", "C", "C", "C", "C", "C", "H", "H", "H", "H", "H", "H", "H", "H", "H", "H", "H", "C", "C", "C", "C", "C", "C", "C", "S", "O", "O", "N", "C", "C", "O", "O", "H", "H", "H", "H", "H", "H", "H", "H", "H", "C", "C", "C", "C", "C", "C", "C", "C", "C", "C", "O", "O", "H", "H", "H", "H", "H", "H", "H", "H", "H", "H", "H", "N", "C", "N", "C", "C", "C", "C", "C", "C", "S", "H", "H", "H", "H", "H", "H"],
  "xyz": [[-0.4417, -0.6564, -0.0867], [1.1955, 1.6223, -0.3854], [0.3344, 2.7462, -0.3109], [-1.1280, 2.2365, -0.3110], [-2.0059, 3.0752, -0.2518], [-1.3388, 0.9764, -0.4278], [0.5723, 3.5286, 0.9784], [-0.1093, 4.7193, 1.2192], [0.0865, 5.4102, 2.4012], [0.9685, 4.9269, 3.3608], [1.6582, 3.7514, 3.1201], [1.4612, 3.0568, 1.9330], [0.5699, 3.6096, -1.5476], [-0.2646, 3.5703, -2.6566], [0.0596, 4.2818, -3.8024], [1.2176, 5.0425, -3.8552], [2.0560, 5.0895, -2.7507], [1.7286, 4.3810, -1.6055], [2.0509, 1.8843, -0.7426], [-0.8083, 5.0846, 0.4811], [-0.4570, 6.3289, 2.5790], [1.1132, 5.4649, 4.2881], [2.3482, 3.3614, 3.8574], [2.0002, 2.1384, 1.7470], [-1.1732, 2.9840, -2.6290], [-0.6005, 4.2387, -4.6587], [1.4637, 5.5987, -4.7504], [2.9605, 5.6837, -2.7767], [2.3741, 4.4387, -0.7360], [-2.6201, -3.6627, 6.2382], [-2.7549, -3.2990, 4.7872], [-3.9947, -2.9307, 4.2595], [-4.1251, -2.5775, 2.9337], [-3.0056, -2.5766, 2.1037], [-1.7767, -2.9524, 2.6014], [-1.6602, -3.3134, 3.9415], [-3.2737, -2.0441, 0.4251], [-3.8076, -0.7108, 0.5302], [-4.0931, -3.0787, -0.1558], [-1.8740, -1.9680, -0.3377], [-1.2559, -3.2389, -0.7222], [0.1448, -3.3925, -0.1310], [0.7066, -4.4725, -0.2075], [0.6343, -2.3231, 0.3956], [-3.1660, -4.5803, 6.4666], [-3.0204, -2.8753, 6.8791], [-1.5766, -3.8191, 6.5074], [-4.8638, -2.9081, 4.9057], [-5.0835, -2.2765, 2.5351], [-0.8950, -2.9408, 1.9711], [-0.6858, -3.5925, 4.3263], [-1.1455, -3.2674, -1.8111], [-1.8724, -4.0914, -0.4387], [2.0524, -3.0476, -7.4026], [2.0137, -2.4869, -6.0077], [2.5494, -3.1830, -4.9392], [2.5095, -2.6875, -3.6357], [3.0876, -3.5348, -2.5332], [1.8848, -1.4609, -3.4126], [1.3342, -0.7333, -4.4766], [0.6769, 0.6064, -4.2765], [1.4228, -1.2520, -5.7585], [1.7427, -0.9225, -2.0177], [2.7178, -0.7862, -1.2776], [0.5365, -0.6222, -1.6996], [2.7078, -3.9163, -7.4602], [2.4076, -2.3047, -8.1183], [1.0564, -3.3598, -7.7238], [3.0201, -4.1452, -5.1124], [3.9381, -4.0997, -2.9162], [2.3409, -4.2404, -2.1642], [3.4121, -2.9344, -1.6899], [1.1609, 1.1916, -3.4966], [-0.3642, 0.4887, -3.9738], [0.7089, 1.1759, -5.2052], [1.0189, -0.6776, -6.5852], [2.4871, -0.3673, 1.4769], [1.3984, -0.1824, 2.2128], [0.1868, 0.0171, 1.7440], [-0.6960, 0.4148, 2.7624], [-2.0192, 0.8007, 2.5892], [-2.7487, 1.1552, 3.7109], [-2.1834, 1.1437, 4.9847], [-0.8594, 0.7813, 5.1600], [-0.1314, 0.4268, 4.0368], [1.5475, -0.0260, 3.9468], [2.4208, -0.5703, 0.4585], [3.2872, -0.7719, 1.9352], [-2.4831, 0.7906, 1.6121], [-3.7839, 1.4416, 3.5848], [-2.7795, 1.4222, 5.8429], [-0.4058, 0.7741, 6.1417]],
  "mulliken_charge": [-0.413, -0.288, 3.407, -0.707, -0.692, -0.424, -0.244, -0.411, -0.842, -0.574, -0.640, -0.428, -0.366, -0.379, -0.777, -0.518, -0.885, -0.311, 0.513, 0.449, 0.422, 0.390, 0.431, 0.378, 0.531, 0.447, 0.387, 0.395, 0.370, -1.633, 1.149, -0.745, -1.111, 0.717, -0.106, -1.208, 1.388, -0.668, -0.770, 0.337, -0.751, 0.658, -0.825, -0.466, 0.352, 0.345, 0.351, 0.370, 0.429, 0.519, 0.314, 0.280, 0.456, -1.502, 0.722, -0.834, 1.077, -1.908, 0.719, 0.822, -1.460, -0.872, 0.010, -0.885, -0.220, 0.363, 0.358, 0.284, 0.354, 0.515, 0.270, 0.241, 0.141, 0.298, 0.514, 0.377, 0.053, -0.116, 1.540, -0.534, -0.318, -1.513, -0.703, -0.690, 1.346, -0.433, 0.102, 0.293, 0.583, 0.489, 0.430, 0.482]
}



Record 3
{
  "formula": "C6H6N2O2",
  "method": "wB97M-V/def2-TZVPD",
  "gap_ev": 8.682,
  "lumo_ev": -0.10,
  "e_above_lowest_kcal_mol": 176.5,
  "symbols": ["C", "C", "C", "C", "C", "C", "H", "H", "H", "H", "H", "H", "N", "N", "O", "O"],
  "xyz": [[1.4657, -0.1488, 0.8304], [0.9731, -0.9063, 1.5986], [0.7792, -0.3567, -0.8095], [0.6119, 1.0330, -0.6128], [-0.5011, 1.5963, -0.1179], [-1.4827, -0.6349, -0.2160], [1.8186, 0.4529, 0.0090], [0.6803, -1.7147, 2.3120], [-0.2550, -2.2071, -0.5485], [1.5705, 1.5961, -0.7608], [-0.5107, 2.7561, -0.0848], [-2.5279, 0.9247, 0.4730], [-0.3355, -1.1235, -0.5245], [-1.5176, 0.7202, 0.1650], [1.8245, -0.8550, -1.3069], [-2.5934, -1.1323, -0.4062]],
  "nbo_charge": [-0.281, -0.194, 0.581, -0.394, 0.049, 0.772, 0.294, 0.254, 0.449, 0.254, 0.248, 0.450, -0.620, -0.621, -0.610, -0.630]
}



Record 4
{
  "formula": "C4H14N3O2P",
  "method": "wB97M-V/def2-TZVPD",
  "smiles": "CN(C)[P@](N)(=O)N(C)CO",
  "gap_ev": 9.724,
  "lumo_ev": 0.74,
  "e_above_lowest_kcal_mol": 0.0,
  "symbols": ["C", "N", "C", "P", "N", "O", "N", "C", "C", "O", "H", "H", "H", "H", "H", "H", "H", "H", "H", "H", "H", "H", "H", "H"],
  "xyz": [[2.0788, -1.0944, -1.1989], [1.6515, -0.3383, -0.0982], [2.2668, 0.9739, -0.0462], [0.1747, -0.7694, 0.6000], [0.3515, -0.2634, 2.2000], [-0.1463, -2.1750, 0.4475], [-1.0438, 0.4805, -0.2543], [-1.8310, 1.3405, 0.5512], [-1.9672, -0.2128, -1.0790], [-2.9993, -0.9815, -0.4860], [1.8931, -2.1371, -1.2011], [1.7219, -0.7624, -2.2207], [3.1695, -0.7733, -1.2417], [1.5949, 1.6635, 0.4824], [3.0519, 0.8519, 0.5728], [2.4118, 1.3304, -1.0526], [0.2347, 0.6960, 2.2597], [-0.1873, -0.6979, 2.9802], [-1.0992, 1.9020, 1.2429], [-2.3676, 1.9582, -0.1665], [-2.5048, 0.7259, 1.1854], [-2.4642, 0.6476, -1.6262], [-1.4653, -0.7425, -1.8647], [-2.5252, -1.6225, 0.0140]],
  "nbo_charge": [-0.401, -0.790, -0.392, 2.308, -1.188, -1.094, -0.726, -0.415, 0.068, -0.723, 0.231, 0.162, 0.189, 0.193, 0.202, 0.204, 0.380, 0.422, 0.171, 0.207, 0.190, 0.155, 0.171, 0.474]
}



Total energy values, unit Eh, following the record order: -5678.99239; -5109.39919; -491.96214; -816.90939.